# 1
Below is C2HFLi3O2 as an isolated structure at a distorted geometry, with properties calculated with ωB97M-V/def2-TZVPD.

Cartesian coordinates (Å):
O: 0.584 -0.262 -0.377
C: -0.586 -0.126 -0.590
C: -1.900 -0.280 -0.740
O: -2.529 -1.408 -0.987
Li: 2.008 0.770 0.444
F: 3.334 1.464 1.296
H: -2.453 0.655 -0.545
Li: -2.492 -3.133 -1.081
Li: 4.034 2.319 2.580

energy relative to the best compared isomer or geometry (same formula, charge and spin) = 0.0 kJ/mol
net charge = +1
lowest unoccupied orbital energy = -3.72 eV
HOMO-LUMO gap = 0.2367 Ha
E_HOMO = -10.16 eV


# 2
Below is a single C14H13BrN2O3S molecule at a distorted geometry, with properties calculated with ωB97M-V/def2-TZVPD.

Cartesian coordinates (Å):
N: -0.300 -1.106 0.164
C: -1.011 -0.397 -0.737
N: -0.906 0.849 -0.984
O: 0.039 1.520 -0.148
C: 0.437 2.715 -0.573
O: 0.106 3.282 -1.573
C: 1.438 3.299 0.438
O: 1.959 2.358 1.342
C: 2.635 1.284 0.852
C: 3.013 1.114 -0.477
C: 3.691 -0.029 -0.864
C: 3.993 -1.000 0.072
C: 3.633 -0.843 1.401
C: 2.956 0.295 1.786
H: 2.663 0.444 2.813
H: 3.877 -1.605 2.126
Br: 4.910 -2.579 -0.470
H: 3.979 -0.160 -1.896
H: 2.781 1.855 -1.225
H: 0.906 4.030 1.054
H: 2.226 3.823 -0.118
C: -2.037 -1.145 -1.551
C: -3.216 -1.469 -0.694
C: -4.352 -0.745 -0.522
C: -5.247 -1.327 0.406
C: -4.777 -2.483 0.933
S: -3.228 -2.890 0.307
H: -5.237 -3.131 1.652
H: -6.199 -0.900 0.664
H: -4.544 0.175 -1.044
H: -2.347 -0.505 -2.376
H: -1.584 -2.058 -1.942
H: 0.305 -0.618 0.804
H: -0.560 -2.052 0.381

energy relative to the best compared isomer or geometry (same formula, charge and spin) = 109.5 kJ/mol
lowest unoccupied orbital energy = 0.47 eV
HOMO-LUMO gap = 0.3361 Ha
E_HOMO = -8.67 eV
SMILES = N/C(Cc1cccs1)=N\OC(=O)COc1ccc(Br)cc1


# 3
Below is a single C4H10N2 molecule at a distorted geometry, with properties calculated with ωB97M-V/def2-TZVPD.

Cartesian coordinates (Å):
C: 0.713 -1.884 0.952
C: 1.120 -1.030 -0.235
C: 0.021 -0.215 -0.946
N: -0.568 0.753 -0.026
C: -1.183 1.987 -0.248
N: -1.338 2.795 0.697
H: 0.603 -1.162 1.825
H: -0.212 -2.464 0.762
H: 1.500 -2.645 1.236
H: 1.540 -1.670 -1.060
H: 2.033 -0.355 0.061
H: 0.473 0.381 -1.855
H: -0.796 -0.940 -1.334
H: -0.613 0.574 0.952
H: -1.473 2.162 -1.285
H: -1.819 3.711 0.505

energy relative to the best compared isomer or geometry (same formula, charge and spin) = 105.9 kJ/mol
lowest unoccupied orbital energy = 1.08 eV
HOMO-LUMO gap = 0.3575 Ha
E_HOMO = -8.65 eV
SMILES = [H]/N=C/NCCC


# 4
Below is C28H21N7O2S3TeTl as an isolated structure at a distorted geometry, with properties calculated with ωB97M-V/def2-TZVPD.

Cartesian coordinates (Å):
Tl: 0.128 -0.531 2.078
S: -2.583 2.895 3.911
C: -1.295 2.447 5.057
C: -0.459 1.564 4.422
C: -0.830 1.193 3.085
C: -2.002 1.767 2.772
C: -2.656 1.446 1.458
C: -3.834 2.094 1.032
C: -4.348 1.827 -0.185
C: -3.784 0.849 -0.952
C: -2.599 0.257 -0.480
N: -2.018 0.558 0.714
H: -1.203 3.186 5.804
H: 0.501 1.320 4.743
H: -4.187 2.833 1.783
H: -5.263 2.275 -0.518
H: -4.268 0.426 -1.773
H: -2.012 -0.480 -0.971
N: 4.330 -0.737 -0.440
C: 3.510 -0.689 -1.456
N: 3.671 -1.599 -2.457
C: 2.922 -1.306 -3.488
N: 3.189 -1.934 -4.698
N: 1.895 -0.449 -3.551
C: 1.764 0.249 -2.466
N: 2.531 0.223 -1.388
C: 0.651 1.261 -2.475
C: 0.099 1.617 -3.699
C: -0.757 2.701 -3.765
C: -0.973 3.393 -2.545
C: -0.480 2.910 -1.353
N: 0.395 1.894 -1.324
H: 4.628 -1.680 -0.223
H: 3.987 -0.288 0.399
H: 3.780 -2.723 -4.633
H: 2.354 -2.132 -5.197
H: 0.310 0.901 -4.538
H: -1.244 2.981 -4.715
H: -1.660 4.179 -2.506
H: -0.759 3.424 -0.397
O: -3.504 -2.359 2.282
C: -2.311 -2.392 2.035
O: -1.415 -1.913 2.820
C: -1.806 -3.295 0.891
C: -2.614 -4.471 0.732
C: -2.210 -5.533 -0.097
C: -1.069 -5.395 -0.891
C: -0.362 -4.228 -0.891
C: -0.696 -3.180 0.073
S: 0.289 -1.666 -0.155
H: -3.564 -4.515 1.341
H: -2.826 -6.453 -0.150
H: -0.732 -6.228 -1.493
H: 0.499 -4.031 -1.556
Te: 2.678 -1.172 3.127
C: 3.263 0.808 2.691
C: 2.774 1.568 1.627
C: 3.415 2.826 1.596
C: 4.332 2.991 2.604
S: 4.412 1.618 3.585
H: 1.992 1.291 0.942
H: 3.162 3.669 0.949
H: 4.861 3.938 2.869

energy relative to the best compared isomer or geometry (same formula, charge and spin) = 67.3 kJ/mol
net charge = -1
lowest unoccupied orbital energy = 2.31 eV
HOMO-LUMO gap = 0.2572 Ha
E_HOMO = -4.69 eV


# 5
Below is a single C13H9Cl2N3O5S molecule at a distorted geometry, with properties calculated with ωB97M-V/def2-TZVPD.

Cartesian coordinates (Å):
C: 0.450 1.188 2.084
H: 1.512 1.262 2.293
C: 0.249 0.465 0.760
C: 0.691 -0.992 0.869
O: -0.078 -1.878 1.150
N: 2.015 -1.283 0.652
C: 3.089 -0.510 0.282
N: 2.997 0.810 0.291
C: 4.028 1.556 -0.060
C: 5.245 1.012 -0.440
C: 5.382 -0.374 -0.448
C: 4.297 -1.144 -0.084
Cl: 4.422 -2.868 -0.079
H: 6.314 -0.835 -0.734
Cl: 6.566 2.016 -0.887
H: 3.867 2.623 -0.029
H: 2.212 -2.281 0.690
H: 0.801 0.959 -0.048
O: -1.145 0.472 0.458
C: -1.484 -0.135 -0.682
O: -0.697 -0.566 -1.487
C: -2.943 -0.187 -0.834
C: -3.637 -0.722 -1.897
C: -5.020 -0.632 -1.730
C: -5.341 -0.027 -0.536
N: -6.631 0.243 -0.027
O: -7.581 -0.093 -0.703
O: -6.690 0.796 1.052
S: -3.966 0.433 0.399
H: -5.759 -0.981 -2.428
H: -3.143 -1.156 -2.747
H: 0.025 2.185 2.019
H: -0.050 0.644 2.881

lowest unoccupied orbital energy = -1.11 eV
HOMO-LUMO gap = 0.2979 Ha
E_HOMO = -9.22 eV
SMILES = C[C@H](OC(=O)c1ccc([N+](=O)[O-])s1)C(=O)Nc1ncc(Cl)cc1Cl


# 6
Below is a single C18H16BrN3O3 molecule at a distorted geometry, with properties calculated with ωB97M-V/def2-TZVPD.

Cartesian coordinates (Å):
C: 1.270 2.944 -0.909
C: 0.163 2.130 -0.296
C: -0.101 2.335 1.056
C: -1.107 1.669 1.724
C: -1.890 0.764 1.032
C: -1.660 0.522 -0.309
C: -0.625 1.200 -0.980
O: -0.570 0.837 -2.309
C: 0.490 1.068 -3.187
H: 0.099 0.774 -4.169
H: 0.783 2.121 -3.248
C: 1.736 0.227 -2.965
O: 2.509 0.180 -4.067
N: 2.104 -0.381 -1.925
N: 1.750 -0.404 -0.696
C: 1.031 -1.303 -0.131
C: 0.283 -2.421 -0.778
N: -0.439 -3.012 0.233
C: -0.228 -2.385 1.447
C: -0.790 -2.646 2.681
C: -0.418 -1.839 3.748
C: 0.493 -0.810 3.565
C: 1.072 -0.539 2.335
C: 0.697 -1.338 1.273
H: 1.777 0.265 2.203
Br: 0.953 0.284 5.052
H: -0.843 -2.010 4.725
H: -1.501 -3.444 2.820
H: -1.059 -3.794 0.092
O: 0.287 -2.763 -1.939
H: 3.262 -0.408 -3.915
C: -2.519 -0.438 -1.075
H: -3.160 -1.000 -0.400
H: -1.906 -1.126 -1.654
H: -3.143 0.106 -1.782
H: -2.687 0.236 1.536
H: -1.283 1.859 2.772
H: 0.505 3.050 1.595
H: 0.889 3.606 -1.687
H: 2.053 2.314 -1.327
H: 1.723 3.569 -0.142

energy relative to the best compared isomer or geometry (same formula, charge and spin) = 158.4 kJ/mol
lowest unoccupied orbital energy = -0.37 eV
HOMO-LUMO gap = 0.2894 Ha
E_HOMO = -8.25 eV
SMILES = Cc1cccc(C)c1OC/C(O)=N\N=C1/C(=O)Nc2ccc(Br)cc21


Q: Among the records above, which one has the highest E_HOMO?
A: C28H21N7O2S3TeTl


Repeat the third record exactly.
Below is a single C4H10N2 molecule at a distorted geometry, with properties calculated with ωB97M-V/def2-TZVPD.

Cartesian coordinates (Å):
C: 0.713 -1.884 0.952
C: 1.120 -1.030 -0.235
C: 0.021 -0.215 -0.946
N: -0.568 0.753 -0.026
C: -1.183 1.987 -0.248
N: -1.338 2.795 0.697
H: 0.603 -1.162 1.825
H: -0.212 -2.464 0.762
H: 1.500 -2.645 1.236
H: 1.540 -1.670 -1.060
H: 2.033 -0.355 0.061
H: 0.473 0.381 -1.855
H: -0.796 -0.940 -1.334
H: -0.613 0.574 0.952
H: -1.473 2.162 -1.285
H: -1.819 3.711 0.505

energy relative to the best compared isomer or geometry (same formula, charge and spin) = 105.9 kJ/mol
lowest unoccupied orbital energy = 1.08 eV
HOMO-LUMO gap = 0.3575 Ha
E_HOMO = -8.65 eV
SMILES = [H]/N=C/NCCC


Q: What is the E_HOMO in the third record?
A: -8.65 eV


Q: What is the lowest unoccupied orbital energy in the fourth record?
A: 2.31 eV